[1]
Molecular formula: C10H26N5O7
Method: DFT, ωB97M-V/def2-TZVPD

## Properties
HOMO-LUMO gap ... 8.787 eV
Charge ... +1
Lowest unoccupied orbital energy ... -2.97 eV

Element x y z (Å)
O  2.5324  -3.2886  -0.1583
C  1.6520  -2.5726  0.2759
O  1.1158  -1.5435  -0.5154
C  1.0586  -2.7401  1.6585
C  -0.0365  -1.7517  2.0581
C  0.4495  -0.2908  2.0613
N  -0.1833  0.6009  1.0495
C  -1.6594  0.7992  1.2508
O  -1.9162  1.9455  0.5329
C  -3.3079  2.3215  0.4482
O  -4.1247  1.4375  1.1130
C  -4.7886  0.4624  0.3158
C  -4.4516  -0.9410  0.7832
O  -3.4343  -1.4690  -0.0784
H  0.3353  -1.8749  -0.9695
H  1.8666  -2.7334  2.3793
H  0.6653  -3.7496  1.6481
H  -0.3077  -1.9699  3.0834
H  -0.9331  -1.9297  1.4746
H  1.5167  -0.2480  1.9011
H  0.2610  0.1852  3.0135
H  -0.0643  0.2104  0.1199
H  0.2786  1.5147  1.0325
H  -1.8432  0.8770  2.3170
H  -2.1418  -0.0698  0.8204
H  -3.4088  3.2975  0.9048
H  -3.5353  2.4038  -0.6084
H  -4.5243  0.5364  -0.7324
H  -5.8572  0.6105  0.4163
H  -4.0679  -0.8858  1.7980
H  -5.3291  -1.5712  0.7442
H  -3.4953  -2.4228  -0.0919
C  3.2080  1.8462  0.1116
O  2.1936  2.4778  -0.1496
N  3.1558  0.4787  0.2144
N  4.4164  2.4295  0.3212
H  3.9345  -0.1146  0.4354
H  2.2591  0.0734  0.0379
H  4.4625  3.4293  0.2521
H  5.2522  1.9173  0.5297
C  2.4817  0.5521  -4.4084
O  2.8018  1.1488  -5.4152
N  2.5583  1.1117  -3.1603
N  2.0219  -0.7432  -4.4393
H  2.2879  0.6410  -2.3202
H  2.9088  2.0486  -3.0981
H  1.9600  -1.1847  -5.3367
H  1.7761  -1.2620  -3.6204

[2]
Molecular formula: C14H16F3N3O3S2
Method: DFT, ωB97M-V/def2-TZVPD

## Properties
HOMO-LUMO gap ... 6.934 eV
Lowest unoccupied orbital energy ... -0.56 eV

Element x y z (Å)
C  -4.2818  1.3391  -2.2596
N  -2.9188  1.7942  -2.2903
C  -2.5950  3.1729  -2.5658
C  -1.0863  3.2041  -2.4679
N  -0.7236  1.8160  -2.2722
C  0.6625  1.4705  -2.0904
C  -1.8220  1.0576  -2.1988
C  -1.9141  -0.4545  -2.1146
H  -4.4212  0.4869  -1.5888
H  -4.9064  2.1762  -1.9315
H  -4.6092  1.0273  -3.2553
H  -2.9282  3.4266  -3.5736
H  -3.1108  3.8203  -1.8505
H  -0.6413  3.5696  -3.3977
H  -0.7124  3.8239  -1.6497
H  0.8728  0.4693  -2.4528
H  1.2497  2.1771  -2.6931
H  0.9992  1.5128  -1.0485
H  -1.1638  -0.9428  -2.7330
H  -2.9262  -0.8144  -2.3611
F  -2.9939  -2.9335  -0.4674
C  -1.7431  -2.3856  -0.2677
F  -1.3276  -2.7136  0.9783
F  -0.8822  -2.9485  -1.1615
S  -1.7648  -0.5597  -0.3471
N  0.7196  -1.0871  1.5692
C  0.6785  -1.3156  2.9166
O  -0.3246  -1.4558  3.6125
C  2.0958  -1.4264  3.3945
C  3.0051  -1.2174  2.3861
C  4.3687  -1.3301  2.5625
C  4.8339  -1.7103  3.8367
C  3.9103  -1.9514  4.8768
C  2.5314  -1.8175  4.6621
S  2.1294  -0.8284  0.8738
O  2.4201  -1.7642  -0.1894
O  2.3341  0.5680  0.5842
H  5.0234  -1.1306  1.7215
H  5.8899  -1.8339  3.9983
H  4.2844  -2.2599  5.8423
H  1.7883  -2.0312  5.4126

[3]
Molecular formula: C9H11N3O2
Method: DFT, ωB97M-V/def2-TZVPD

## Properties
HOMO-LUMO gap ... 7.222 eV
Charge ... +2
Lowest unoccupied orbital energy ... -10.18 eV

Element x y z (Å)
C  3.2173  0.9843  0.1597
C  2.4163  1.8661  -0.6226
C  2.7853  -0.3267  0.5062
C  1.0925  1.5477  -0.8969
C  1.5010  -0.7054  0.2206
C  0.6344  0.2136  -0.5123
C  -2.3361  -1.5737  -0.5910
C  -2.6456  0.3904  0.4388
C  0.9511  -2.0421  0.7193
N  -1.1621  -1.1711  -0.9152
N  -2.7875  1.0798  -0.6839
N  -0.5936  -0.0665  -0.8798
O  -3.0122  -0.8383  0.4450
O  -2.4055  1.1063  1.4986
H  4.2244  1.2826  0.4314
H  2.9476  2.7316  -0.7076
H  3.4774  -0.8398  1.0903
H  0.4273  2.2862  -1.4665
H  -2.8792  -2.4766  -1.0631
H  1.5935  -2.6094  1.3974
H  0.0748  -1.8761  1.4421
H  0.6028  -2.5693  -0.1305
H  -3.0116  0.7904  -1.5887
H  -2.4362  2.0171  -0.7501
H  -2.6763  0.7989  2.4586

[4]
Molecular formula: C7H5N5O2
Method: DFT, ωB97M-V/def2-TZVPD

## Properties
HOMO-LUMO gap (alpha / beta) ... 4.436 / 6.701 eV
Spin multiplicity ... 3
Charge ... -2
Lowest unoccupied orbital energy (alpha / beta) ... 6.57 / 5.04 eV
<S²> ... 2.01

Element x y z (Å)
C  -0.6471  -1.4849  0.4586
C  0.5627  0.2611  -1.6009
C  -0.7115  0.6003  -1.4956
C  -0.8160  -0.0796  0.7634
C  0.4444  2.3237  1.5084
C  1.2252  0.6577  -0.3366
C  0.1904  1.0354  0.6215
N  0.3357  -2.3245  0.9212
N  -1.3889  -2.1324  -0.4373
N  0.0894  -3.4660  0.3476
N  -0.9528  -3.3145  -0.4475
N  -1.1797  1.0123  -0.2022
O  0.1560  2.2777  2.6823
O  1.0735  3.2254  0.9229
H  0.9634  -0.1016  -2.5010
H  -1.4538  0.4870  -2.3623
H  -1.4353  -0.0138  1.6488
H  1.6100  -0.3167  0.0304
H  1.9344  1.3535  -0.5217

[5]
Molecular formula: C36H80B2Cs2O18S9
Method: DFT, ωB97M-V/def2-TZVPD

## Properties
HOMO-LUMO gap ... 8.588 eV
Lowest unoccupied orbital energy ... -0.35 eV

Element x y z (Å)
Cs  1.7947  0.9869  -1.9133
Cs  -2.8471  1.2943  -1.5182
B  -1.1497  2.8907  -3.5624
H  -2.1894  3.0131  -3.8237
H  -1.0148  3.1074  -2.5141
H  -0.7433  1.9146  -3.7775
H  -0.6644  3.6391  -4.1696
B  -0.5407  -0.1383  0.1428
H  -0.4052  0.8392  -0.2933
H  0.2194  -0.2300  0.9031
H  -1.5001  -0.2327  0.6274
H  -0.3798  -0.7603  -0.7241
C  -4.1837  -2.2752  0.5439
C  -5.5498  -2.2788  -0.1463
C  -6.5488  -2.9086  0.7943
S  -5.6946  -2.9203  2.5797
O  -5.1301  -4.3026  2.9249
O  -6.6372  -2.1828  3.3656
C  -4.3684  -1.7751  2.0431
H  -3.3866  -1.7878  -0.0175
H  -3.7752  -3.2856  0.5284
H  -5.3173  -2.8512  -1.0442
H  -5.8140  -1.3177  -0.5876
H  -6.6622  -3.9823  0.6447
H  -7.5193  -2.4143  0.8397
H  -3.5330  -1.7973  2.7428
H  -4.8313  -0.7920  2.1290
C  -0.6036  -5.3911  -5.2529
C  -1.5106  -4.3041  -4.6621
C  -2.8328  -4.0958  -5.2318
S  -2.6784  -5.0474  -6.8423
O  -2.7400  -4.1683  -7.9589
O  -3.5545  -6.1529  -6.6729
C  -0.8782  -5.5041  -6.7650
H  -0.6603  -6.2956  -4.6473
H  0.4624  -5.1806  -5.1674
H  -1.0221  -3.3339  -4.5727
H  -1.6700  -4.6756  -3.6499
H  -2.9132  -3.0331  -5.4602
H  -3.7370  -4.3845  -4.6959
H  -0.3212  -4.6362  -7.1182
H  -0.5045  -6.3130  -7.3928
C  -6.9627  5.5396  2.1580
C  -5.6512  5.4602  2.8390
C  -5.1315  4.0089  2.7905
S  -6.0547  3.1305  1.4643
O  -7.0523  2.1383  1.9499
O  -5.1323  2.6580  0.4276
C  -7.0247  4.6817  0.9032
H  -7.1836  6.5724  1.8886
H  -7.9444  5.3560  2.5947
H  -5.8603  5.7325  3.8736
H  -4.8164  6.0235  2.4221
H  -5.1375  3.5447  3.7767
H  -4.0927  3.8573  2.4972
H  -7.9312  4.3525  0.3953
H  -6.3878  5.0623  0.1046
C  3.0462  2.1845  3.1767
C  4.5033  2.8044  3.2693
C  4.7598  3.7186  2.0864
S  3.1203  3.9631  1.3744
O  2.9728  3.0820  0.2455
O  2.7270  5.3657  1.3269
C  2.0050  3.2533  2.6961
H  2.7770  1.8733  4.1861
H  3.0546  1.3097  2.5265
H  5.2921  2.0577  3.3616
H  4.4524  3.4048  4.1775
H  5.3607  3.4532  1.2166
H  4.9826  4.7761  2.2284
H  1.0728  3.0171  2.1830
H  1.8458  4.0350  3.4389
C  1.4395  -1.7710  -7.5447
C  2.7760  -2.4824  -7.2437
C  2.8217  -2.8792  -5.7569
S  2.1246  -1.4173  -4.8669
O  3.1702  -0.5553  -4.3342
O  1.0314  -1.8224  -3.9972
C  1.4931  -0.6697  -6.4804
H  0.6102  -2.4608  -7.3883
H  1.3539  -1.4422  -8.5804
H  3.6166  -1.9704  -7.7120
H  2.6568  -3.4445  -7.7419
H  3.6900  -3.1982  -5.1804
H  2.0365  -3.5859  -5.4886
H  2.3563  -0.0360  -6.6839
H  0.5960  -0.1911  -6.0876
C  -0.2065  -3.8329  0.2152
C  -0.9137  -3.8745  1.5138
C  0.0691  -3.8230  2.7318
S  1.6404  -4.5314  1.9566
O  1.4452  -5.9602  1.7636
O  2.7617  -3.9398  2.6272
C  1.3323  -3.6271  0.4141
H  -0.6534  -3.0202  -0.3574
H  -0.2552  -4.8235  -0.2370
H  -1.5788  -4.7342  1.5957
H  -1.6126  -3.0418  1.5937
H  -0.2337  -4.2393  3.6926
H  0.4822  -2.8584  3.0269
H  2.1463  -4.0199  -0.1951
H  1.5502  -2.5836  0.6415
C  0.2489  6.0642  -1.1265
C  -0.4148  5.6422  0.2348
C  -1.6196  6.4807  0.4308
S  -1.1569  8.2609  0.0718
O  -0.4666  9.0421  1.0620
O  -2.2372  8.8999  -0.7122
C  0.1934  7.6233  -1.0817
H  -0.1697  5.7250  -2.0740
H  1.2636  5.7039  -1.2956
H  0.1040  5.7445  1.1879
H  -0.6953  4.5899  0.2808
H  -2.1646  6.4878  1.3747
H  -2.3558  6.2598  -0.3421
H  1.1130  8.0690  -0.7025
H  -0.2541  8.0181  -1.9939
C  5.3934  -3.1204  0.7066
C  6.5566  -3.3918  -0.1858
C  6.5657  -2.3474  -1.3139
S  5.9627  -0.7283  -0.6194
O  4.6668  -0.3304  -1.3254
O  6.9946  0.2496  -0.2326
C  5.5341  -1.5888  1.0063
H  5.2596  -3.8049  1.5443
H  4.4094  -3.3146  0.2797
H  6.3941  -4.3495  -0.6804
H  7.5430  -3.5679  0.2432
H  5.8361  -2.4951  -2.1101
H  7.5338  -2.0476  -1.7151
H  4.6588  -1.1223  1.4584
H  6.4008  -1.4327  1.6485
C  1.2267  -0.1350  6.0115
C  2.2990  -1.1945  5.7591
C  3.2245  -1.4191  7.0004
S  3.3010  0.1818  7.7806
O  4.1538  1.0526  6.9387
O  3.5221  0.1221  9.2519
C  1.5729  0.5529  7.3681
H  0.2268  -0.5589  5.9191
H  1.3833  0.6046  5.2264
H  3.0549  -0.9720  5.0060
H  1.7388  -2.0513  5.3846
H  4.2094  -1.8490  6.8185
H  2.7409  -2.0144  7.7750
H  1.4325  1.6338  7.3780
H  0.9968  0.3102  8.2610

[6]
Molecular formula: C45H54N5Sb2Y
Method: DFT, ωB97M-V/def2-TZVPD

## Properties
HOMO-LUMO gap ... 7.107 eV
Charge ... +2
Lowest unoccupied orbital energy ... -5.27 eV

Element x y z (Å)
Y  -1.3418  0.1100  0.1381
C  -1.4713  2.8457  -1.4939
N  -1.7480  1.4549  -1.9569
C  -0.9815  1.2776  -3.2092
C  -3.1974  1.3531  -2.2057
C  -3.7503  1.4606  -3.4738
C  -5.1262  1.5388  -3.6321
C  -5.9320  1.5757  -2.5109
C  -5.3950  1.4482  -1.2403
C  -4.0204  1.2597  -1.0521
N  -3.3398  1.0463  0.1454
C  -4.0107  0.8702  1.3631
C  -5.2981  0.3436  1.5491
C  -5.8487  0.2201  2.8141
C  -5.1362  0.6013  3.9366
C  -3.8310  1.0429  3.7863
C  -3.2573  1.1316  2.5259
N  -1.8429  1.4816  2.3361
C  -1.0436  1.0397  3.4976
C  -1.7422  2.9642  2.2967
H  -1.6992  3.5565  -2.2909
H  -0.4120  2.9448  -1.2426
H  -2.0897  3.0733  -0.6299
H  -1.2286  2.0596  -3.9293
H  -1.1983  0.3080  -3.6573
H  0.0807  1.3624  -3.0041
H  -3.1313  1.5098  -4.3550
H  -5.5513  1.6124  -4.6221
H  -6.9999  1.7075  -2.6182
H  -6.0565  1.5347  -0.3966
H  -5.8755  0.0050  0.7047
H  -6.8485  -0.1785  2.9180
H  -5.5771  0.5337  4.9205
H  -3.2612  1.2941  4.6678
H  -1.3042  1.5934  4.4023
H  0.0085  1.2392  3.3056
H  -1.1836  -0.0206  3.6871
H  -2.1817  3.3835  3.2052
H  -2.2940  3.3469  1.4408
H  -0.7006  3.2773  2.2413
N  -2.4014  -1.6501  1.4629
C  -2.8970  -2.7829  0.6360
C  -3.4350  -2.2249  -0.6727
N  -2.3196  -1.4979  -1.3398
H  -1.8255  -2.0185  2.2178
H  -3.1987  -1.1908  1.9073
H  -3.6469  -3.3728  1.1642
H  -2.0491  -3.4422  0.4308
H  -4.2304  -1.5025  -0.4844
H  -3.8448  -3.0096  -1.3093
H  -2.6910  -0.9724  -2.1334
H  -1.6541  -2.1710  -1.7268
C  2.2598  1.5388  -1.4709
C  2.3414  2.4962  -0.2724
C  1.4853  2.1299  0.9604
Sb  1.8603  0.0317  1.2352
C  3.6773  0.1151  2.3168
C  4.4509  -1.0366  2.4254
C  5.6306  -1.0123  3.1489
C  6.0504  0.1622  3.7594
C  5.2853  1.3114  3.6515
C  4.0976  1.2906  2.9287
C  0.9077  -1.3026  2.6406
C  0.5094  -2.4841  2.0221
C  0.1619  -3.6050  2.7744
C  0.2176  -3.5456  4.1563
C  0.6497  -2.3785  4.7836
C  1.0012  -1.2723  4.0313
Sb  3.6832  -0.1456  -1.4582
C  2.3640  -1.7095  -2.1060
C  1.1507  -1.5191  -2.7595
C  0.3368  -2.5942  -3.0995
C  0.7152  -3.8867  -2.7585
C  1.9208  -4.0909  -2.1018
C  2.7363  -3.0131  -1.7840
C  4.6434  0.2884  -3.3052
C  6.0133  0.0599  -3.3717
C  6.7134  0.2968  -4.5473
C  6.0459  0.7672  -5.6664
C  4.6773  0.9992  -5.6110
C  3.9840  0.7596  -4.4366
H  2.4274  2.0873  -2.3988
H  1.2465  1.1224  -1.5162
H  1.9901  3.4856  -0.5839
H  3.3790  2.6392  0.0437
H  0.4219  2.2773  0.7161
H  1.7025  2.7883  1.8009
H  4.1389  -1.9601  1.9480
H  6.2297  -1.9086  3.2336
H  6.9765  0.1788  4.3172
H  5.6076  2.2278  4.1266
H  3.5163  2.2029  2.8649
H  0.5593  -2.5856  0.9354
H  -0.1155  -4.5295  2.2838
H  -0.0397  -4.4127  4.7485
H  0.7279  -2.3434  5.8614
H  1.3640  -0.3831  4.5349
H  0.8690  -0.5246  -3.0876
H  -0.5617  -2.4315  -3.6863
H  0.0992  -4.7304  -3.0386
H  2.2368  -5.0955  -1.8543
H  3.6767  -3.2048  -1.2781
H  6.5519  -0.2979  -2.5010
H  7.7792  0.1173  -4.5849
H  6.5902  0.9550  -6.5819
H  4.1545  1.3645  -6.4846
H  2.9131  0.9373  -4.4181